Record 1
C5H14 | ωB97M-V with the def2-TZVPD basis set

Properties
HOMO-LUMO gap: 12.100 eV
total charge: 0
energy relative to the best compared isomer or geometry (same formula, charge and spin): 172.7 kJ/mol
DFT total energy: -198.82337 Eh
SMILES: CCC.CC
HOMO level: -10.951 eV
E_LUMO: 1.1 eV

Last column: natural (NBO) charge in e.
Cartesian coordinates (Å):
1 C -1.425 -0.976 1.704  -0.63
2 C -0.389 0.062 1.610  -0.40
3 C -0.806 1.391 0.837  -0.58
4 H -1.863 -1.226 0.678  0.21
5 H -1.164 -1.939 2.096  0.21
6 H -1.999 -0.696 2.574  0.22
7 H -0.112 0.370 2.598  0.19
8 H 0.531 -0.253 1.168  0.19
9 H -0.067 2.055 0.819  0.20
10 H -1.170 1.045 -0.106  0.20
11 H -1.715 1.898 1.331  0.19
12 C 0.802 0.264 -2.041  -0.61
13 C 1.770 -0.796 -1.872  -0.62
14 H 1.403 1.155 -1.973  0.20
15 H 0.109 0.401 -2.948  0.21
16 H 0.075 0.311 -1.144  0.20
17 H 2.692 -0.250 -2.172  0.21
18 H 1.676 -1.079 -0.798  0.21
19 H 1.652 -1.737 -2.361  0.21



Record 2
C36H54FN14O8PSc | ωB97M-V with the def2-TZVPD basis set

Properties
HOMO-LUMO gap: 7.239 eV
total charge: +3
energy relative to the best compared isomer or geometry (same formula, charge and spin): 139.6 kJ/mol
DFT total energy: -3974.24542 Eh
HOMO level: -14.186 eV
E_LUMO: -6.9 eV

Last column: Mulliken charge in e.
Cartesian coordinates (Å):
1 Sc 0.929 0.586 -1.101  -1.14
2 O -0.036 2.242 -1.000  2.48
3 C -0.936 2.975 -1.664  0.75
4 C -1.215 4.275 -1.240  -1.34
5 C -2.149 5.047 -1.905  -0.84
6 C -2.832 4.533 -3.003  -1.12
7 C -2.565 3.249 -3.426  -1.24
8 C -1.614 2.449 -2.776  0.45
9 C -1.344 1.090 -3.244  0.22
10 N -0.652 0.128 -2.632  1.82
11 C -0.698 -0.984 -3.463  -1.40
12 C -1.428 -0.695 -4.566  -1.33
13 N -1.826 0.610 -4.412  -0.01
14 H -0.682 4.666 -0.382  0.45
15 H -2.350 6.055 -1.566  0.50
16 H -3.569 5.131 -3.520  0.46
17 H -3.124 2.865 -4.270  0.44
18 H -0.135 -1.879 -3.247  0.97
19 H -1.665 -1.271 -5.444  0.53
20 H -2.348 1.142 -5.088  0.20
21 N 6.458 0.745 -1.506  0.02
22 C 5.072 1.330 -1.254  2.27
23 C 4.990 1.722 0.210  -1.62
24 C 3.708 2.494 0.528  0.19
25 N 2.498 1.634 0.542  -0.01
26 C 3.536 3.666 -0.434  -1.72
27 C 3.601 3.273 -1.906  0.16
28 N 2.414 2.485 -2.273  -0.18
29 C 4.895 2.511 -2.192  -1.54
30 H 6.675 -0.018 -0.862  0.39
31 H 7.180 1.461 -1.380  0.40
32 H 6.552 0.393 -2.461  0.37
33 H 4.359 0.537 -1.483  -1.65
34 H 5.827 2.388 0.453  0.47
35 H 5.080 0.844 0.857  0.54
36 H 3.839 2.908 1.531  0.46
37 H 1.721 2.264 0.738  -0.03
38 H 2.510 1.046 1.371  0.26
39 H 4.329 4.391 -0.231  0.57
40 H 2.596 4.185 -0.226  0.42
41 H 3.645 4.189 -2.501  0.42
42 H 2.454 2.195 -3.247  0.30
43 H 1.612 3.105 -2.204  0.02
44 H 5.725 3.214 -2.052  0.53
45 H 4.919 2.186 -3.237  0.48
46 N -3.518 0.027 0.919  -0.68
47 N -2.581 0.705 0.058  -0.42
48 H -4.320 0.613 1.143  0.32
49 H -3.051 -0.138 1.806  0.02
50 H -2.331 1.615 0.435  0.28
51 H -3.067 0.889 -0.814  0.21
52 F 4.357 -3.930 0.248  -0.43
53 C 3.758 -3.976 -0.962  0.40
54 C 3.936 -3.010 -1.859  0.13
55 N 3.264 -2.999 -3.050  0.27
56 C 3.258 -1.785 -3.852  -1.91
57 C 2.523 -0.639 -3.147  1.46
58 O 1.905 0.187 -3.807  -0.70
59 O 2.567 -0.618 -1.853  -0.39
60 C 2.406 -4.041 -3.408  0.32
61 O 1.766 -4.045 -4.428  -0.59
62 N 2.349 -5.075 -2.485  0.06
63 C 2.820 -5.052 -1.199  0.18
64 O 2.458 -5.842 -0.337  -0.76
65 H 4.580 -2.171 -1.654  0.39
66 H 2.728 -1.999 -4.776  0.43
67 H 4.277 -1.500 -4.126  0.25
68 H 1.700 -5.816 -2.721  0.30
69 C -7.315 0.226 2.787  -1.63
70 C -6.099 0.002 3.643  0.76
71 C -5.233 -1.061 3.413  -0.65
72 C -4.133 -1.295 4.229  0.02
73 C -3.872 -0.442 5.291  -0.36
74 N -2.781 -0.653 6.183  -0.03
75 C -1.564 -1.197 5.907  0.16
76 O -0.882 -1.778 6.715  -0.63
77 N -1.097 -1.093 4.567  0.09
78 C -0.969 0.066 3.801  0.46
79 C -1.549 1.299 4.092  -0.31
80 C -1.315 2.357 3.229  -1.34
81 C -0.517 2.175 2.113  -0.79
82 N 0.048 0.999 1.822  0.74
83 C -0.184 -0.011 2.648  -0.60
84 C -4.727 0.628 5.537  -0.12
85 C -5.828 0.839 4.725  -0.79
86 H -7.326 -0.442 1.927  0.33
87 H -7.362 1.254 2.425  0.37
88 H -8.227 0.046 3.357  0.45
89 H -5.441 -1.747 2.600  0.29
90 H -3.505 -2.161 4.064  0.43
91 H -2.994 -0.674 7.171  0.30
92 H -0.293 -1.701 4.501  0.24
93 H -2.143 1.442 4.980  0.64
94 H -1.744 3.329 3.434  0.52
95 H -0.335 2.988 1.419  0.36
96 H 0.293 -0.953 2.391  0.07
97 H -4.535 1.285 6.377  0.49
98 H -6.493 1.665 4.943  0.45
99 N 1.459 -3.972 1.585  0.08
100 C 0.041 -3.657 1.223  -0.82
101 P -0.111 -2.649 -0.316  0.88
102 O 0.248 -3.470 -1.504  -0.99
103 O 0.567 -1.321 -0.039  0.23
104 C -1.942 -2.462 -0.403  -0.38
105 N -2.378 -2.946 -1.760  0.00
106 H 1.518 -4.427 2.499  0.44
107 H 2.042 -3.134 1.604  0.31
108 H 1.881 -4.645 0.901  -0.02
109 H -0.424 -3.137 2.061  0.32
110 H -0.456 -4.616 1.078  0.44
111 H -2.282 -1.440 -0.247  -0.45
112 H -2.428 -3.098 0.338  0.65
113 H -2.417 -2.173 -2.433  0.16
114 H -3.287 -3.409 -1.737  0.43
115 H -1.650 -3.598 -2.105  0.33



Record 3
C39H69F3N9O6P3S | ωB97M-V with the def2-TZVPD basis set

Properties
HOMO-LUMO gap: 6.191 eV
total charge: 0
DFT total energy: -4192.23699 Eh
SMILES: [H]/N=C(\N)NCCCCC1=C(CCCC#C)C(=O)c2c(C[C@H]3CO3)cc(CCOCC(F)(F)F)c([PH2]=S)c2C1=O.CN(C)P(=O)(N(C)C)N(C)C.CN(C)P(=O)(N(C)C)N(C)C
HOMO level: -7.687 eV
E_LUMO: -1.5 eV

Last column: Mulliken charge in e.
Cartesian coordinates (Å):
1 H -3.439 8.220 -5.076  0.22
2 N -3.365 7.357 -5.681  -0.57
3 C -2.010 7.052 -5.862  0.24
4 N -0.924 7.904 -5.217  -0.64
5 N -1.742 5.795 -6.695  -0.31
6 C -0.810 4.840 -5.969  -0.30
7 C -1.590 3.493 -5.442  -0.72
8 C -2.715 3.939 -4.337  -0.29
9 C -1.939 4.158 -2.890  -0.34
10 C -2.911 3.535 -1.728  -0.18
11 C -3.658 4.423 -0.770  0.25
12 C -3.606 6.062 -0.751  -0.49
13 C -3.046 6.485 0.750  -0.42
14 C -2.203 7.890 0.784  -0.35
15 C -3.135 9.097 1.466  -0.20
16 C -3.813 10.203 2.061  -0.35
17 C -4.591 3.714 0.424  -0.03
18 O -5.761 4.222 0.817  -0.55
19 C -3.911 2.321 1.055  0.42
20 C -4.078 1.969 2.669  0.30
21 C -4.926 2.879 3.748  -0.67
22 C -6.439 1.947 3.897  0.08
23 C -7.834 2.761 3.258  -0.38
24 O -7.081 1.482 2.549  -0.38
25 C -3.304 0.580 3.175  -0.67
26 C -2.421 -0.389 2.135  0.46
27 C -1.641 -1.732 2.752  -0.98
28 C -0.166 -1.165 3.294  0.00
29 O -0.098 0.309 3.316  -0.36
30 C 0.829 0.837 2.301  0.71
31 C 1.050 2.474 2.558  0.68
32 F 0.890 3.258 1.276  -0.28
33 F 2.436 2.794 3.033  -0.26
34 F 0.066 3.017 3.530  -0.24
35 C -2.303 -0.044 0.505  0.19
36 P -1.340 -1.096 -0.766  0.36
37 S 0.362 -1.803 -0.121  -0.29
38 C -3.069 1.338 -0.004  0.08
39 C -3.025 1.871 -1.589  -0.17
40 O -3.114 1.066 -2.653  -0.56
41 H -0.858 7.545 -4.221  0.30
42 H -1.338 8.881 -5.184  0.31
43 H -1.302 6.025 -7.613  0.32
44 H -0.319 5.342 -5.013  0.11
45 H 0.072 4.456 -6.675  0.35
46 H -2.073 2.877 -6.314  0.34
47 H -0.815 2.765 -4.910  0.29
48 H -3.529 3.070 -4.296  0.33
49 H -3.297 4.926 -4.587  0.21
50 H -1.616 5.263 -2.684  0.16
51 H -0.932 3.516 -2.859  0.35
52 H -4.738 6.433 -0.784  0.29
53 H -3.022 6.555 -1.636  0.19
54 H -3.967 6.589 1.501  0.25
55 H -2.385 5.587 1.175  0.22
56 H -1.315 7.723 1.565  0.28
57 H -1.767 8.235 -0.246  0.27
58 H -4.671 10.875 2.543  0.32
59 H -4.457 2.893 4.826  0.38
60 H -5.238 3.937 3.358  0.23
61 H -6.594 1.255 4.932  0.25
62 H -7.759 3.303 2.225  0.19
63 H -8.904 2.425 3.588  0.26
64 H -3.353 0.223 4.312  0.23
65 H -1.501 -2.576 1.951  0.18
66 H -2.281 -2.139 3.670  0.34
67 H 0.743 -1.678 2.752  0.10
68 H -0.111 -1.510 4.435  0.25
69 H 0.383 0.771 1.196  -0.19
70 H 1.912 0.361 2.339  -0.21
71 H -2.147 -2.258 -1.131  0.15
72 H -1.047 -0.394 -2.014  0.11
73 C 0.558 -7.782 -1.341  -1.05
74 N -0.525 -7.484 -2.249  0.23
75 C -1.695 -8.303 -1.949  -1.20
76 P -0.733 -6.255 -3.379  0.84
77 O -1.512 -5.371 -2.374  -0.84
78 N 0.579 -5.141 -3.444  0.31
79 C 1.907 -5.330 -2.897  -1.23
80 C 0.228 -3.718 -3.269  -1.19
81 N 0.161 -7.272 -4.534  -0.09
82 C 0.862 -8.527 -4.334  -0.83
83 C 0.583 -6.628 -5.781  -0.98
84 H 0.832 -8.841 -1.416  0.41
85 H 0.287 -7.568 -0.307  0.34
86 H 1.484 -7.248 -1.540  0.30
87 H -1.946 -8.927 -2.811  0.36
88 H -2.567 -7.675 -1.711  0.29
89 H -1.542 -8.974 -1.097  0.41
90 H 1.919 -5.225 -1.808  0.32
91 H 2.607 -4.585 -3.300  0.41
92 H 2.339 -6.290 -3.185  0.28
93 H 0.098 -3.458 -2.215  0.27
94 H -0.698 -3.474 -3.804  0.32
95 H 1.000 -3.059 -3.683  0.39
96 H 1.808 -8.389 -3.805  0.24
97 H 1.100 -9.013 -5.288  0.36
98 H 0.253 -9.265 -3.805  0.25
99 H 1.590 -6.204 -5.695  0.30
100 H -0.111 -5.827 -6.057  0.30
101 H 0.586 -7.332 -6.621  0.38
102 C 5.366 0.018 5.072  -1.10
103 N 4.619 -1.083 4.508  0.59
104 C 3.271 -1.135 5.063  -1.49
105 P 4.946 -2.114 3.218  0.72
106 O 4.143 -1.237 2.226  -0.80
107 N 6.433 -1.774 2.416  0.28
108 C 7.521 -0.957 2.913  -1.24
109 C 6.346 -1.554 0.959  -1.06
110 N 5.870 -3.122 4.358  -0.05
111 C 6.231 -2.882 5.744  -0.81
112 C 6.703 -4.174 3.772  -1.01
113 H 5.430 -0.089 6.161  0.42
114 H 4.901 0.977 4.847  0.26
115 H 6.401 0.086 4.746  0.30
116 H 3.116 -2.085 5.581  0.33
117 H 2.513 -1.046 4.269  0.37
118 H 3.073 -0.336 5.785  0.46
119 H 7.289 0.110 2.858  0.34
120 H 8.434 -1.119 2.324  0.41
121 H 7.806 -1.225 3.932  0.26
122 H 6.019 -0.538 0.721  0.30
123 H 5.647 -2.262 0.497  0.30
124 H 7.312 -1.718 0.469  0.36
125 H 7.028 -2.140 5.838  0.24
126 H 6.590 -3.797 6.230  0.34
127 H 5.375 -2.577 6.351  0.23
128 H 7.723 -3.821 3.583  0.30
129 H 6.275 -4.527 2.828  0.31
130 H 6.768 -5.052 4.425  0.39



Record 4
C39H41GaGeN7OSi | ωB97M-V with the def2-TZVPD basis set

Properties
HOMO-LUMO gap: 8.118 eV
total charge: +3
energy relative to the best compared isomer or geometry (same formula, charge and spin): 0.0 kJ/mol
DFT total energy: -6259.76036 Eh
HOMO level: -15.959 eV
E_LUMO: -7.8 eV

Last column: Mulliken charge in e.
Cartesian coordinates (Å):
1 Ga -0.313 -0.646 1.593  -0.25
2 C -0.814 -1.082 4.603  -1.02
3 N 0.341 -1.362 3.712  -0.52
4 C 1.550 -0.594 4.077  -1.36
5 C 1.325 0.775 3.524  0.48
6 N 0.562 0.933 2.458  0.72
7 C 0.447 2.317 2.244  0.28
8 C -0.286 3.046 1.311  -0.44
9 C -0.214 4.419 1.402  -0.83
10 C 0.557 5.057 2.389  -0.77
11 C 1.280 4.344 3.321  -1.03
12 C 1.201 2.960 3.224  0.80
13 N 1.743 1.943 4.013  -0.10
14 C -2.050 -0.798 3.798  0.42
15 N -2.034 -0.618 2.486  1.16
16 C -3.351 -0.354 2.089  0.13
17 C -3.888 -0.093 0.833  -0.37
18 C -5.248 0.125 0.777  -0.70
19 C -6.051 0.087 1.930  -0.59
20 C -5.523 -0.171 3.178  -1.16
21 C -4.151 -0.390 3.226  0.94
22 N -3.286 -0.678 4.285  -0.04
23 H -0.990 -1.917 5.283  0.58
24 H -0.593 -0.210 5.224  0.48
25 H 0.564 -2.351 3.747  0.48
26 H 1.721 -0.571 5.155  0.52
27 H 2.419 -1.064 3.613  0.48
28 H -0.878 2.561 0.547  0.53
29 H -0.767 5.027 0.699  0.49
30 H 0.576 6.138 2.422  0.50
31 H 1.863 4.837 4.087  0.51
32 H 2.333 2.068 4.823  0.26
33 H -3.269 -0.062 -0.054  0.13
34 H -5.715 0.331 -0.176  0.49
35 H -7.113 0.266 1.835  0.43
36 H -6.144 -0.199 4.063  0.47
37 H -3.552 -0.777 5.254  0.26
38 C -2.947 -0.214 -2.870  -1.07
39 Si -1.145 -0.011 -3.292  -0.20
40 C -0.848 1.549 -4.241  -0.97
41 C -0.416 -1.534 -4.053  -0.57
42 C -0.392 0.097 -1.512  -0.10
43 C -0.198 -0.074 -0.308  -0.47
44 H -3.519 -0.303 -3.797  0.49
45 H -3.335 0.653 -2.333  0.28
46 H -3.132 -1.116 -2.284  0.31
47 H -1.428 1.482 -5.166  0.55
48 H 0.194 1.691 -4.527  0.32
49 H -1.202 2.432 -3.706  0.35
50 H -0.888 -1.695 -5.027  0.51
51 H -0.611 -2.420 -3.446  0.19
52 H 0.658 -1.449 -4.214  0.07
53 N 0.741 -5.548 -2.481  -0.36
54 C 1.330 -4.826 -1.510  0.39
55 O 2.476 -4.431 -1.529  -0.57
56 C 0.464 -4.450 -0.329  -0.26
57 C -0.175 -5.374 0.481  -0.04
58 C -0.855 -4.923 1.608  -1.17
59 C -0.856 -3.577 1.888  -0.07
60 N -0.214 -2.673 1.119  0.03
61 C 0.423 -3.111 0.027  0.54
62 H 1.322 -5.906 -3.225  0.27
63 H -0.180 -5.938 -2.377  0.22
64 H -0.146 -6.431 0.247  0.56
65 H -1.380 -5.609 2.257  0.50
66 H -1.407 -3.194 2.736  0.38
67 H 0.926 -2.371 -0.582  -0.04
68 Ge 1.977 0.610 -1.056  0.00
69 C 2.567 -0.209 -2.674  0.57
70 C 2.961 -1.546 -2.676  -0.65
71 C 3.431 -2.126 -3.844  -0.68
72 C 3.517 -1.370 -5.006  -0.59
73 C 3.150 -0.029 -5.002  -0.70
74 C 2.678 0.556 -3.838  -0.23
75 C 2.068 2.511 -0.899  0.39
76 C 1.406 3.348 -1.796  0.45
77 C 1.614 4.717 -1.750  -0.88
78 C 2.492 5.254 -0.816  -0.63
79 C 3.154 4.426 0.080  -0.83
80 C 2.942 3.055 0.043  -0.19
81 H 2.453 -0.154 0.192  -0.19
82 H 2.935 -2.147 -1.775  0.66
83 H 3.745 -3.161 -3.834  0.54
84 H 3.892 -1.820 -5.916  0.43
85 H 3.249 0.562 -5.903  0.48
86 H 2.431 1.612 -3.832  0.53
87 H 0.727 2.940 -2.534  0.23
88 H 1.106 5.366 -2.452  0.49
89 H 2.667 6.321 -0.794  0.47
90 H 3.848 4.847 0.796  0.48
91 H 3.480 2.415 0.734  0.43



Record 5
C14H39AgN3O4 | ωB97M-V with the def2-TZVPD basis set

Properties
HOMO-LUMO gap: 9.281 eV
total charge: +1
energy relative to the best compared isomer or geometry (same formula, charge and spin): 0.0 kJ/mol
DFT total energy: -1168.72302 Eh
HOMO level: -11.243 eV
E_LUMO: -2.0 eV

Last column: natural (NBO) charge in e.
Cartesian coordinates (Å):
1 Ag -0.412 -0.102 -0.428  0.86
2 C 2.071 -1.751 -1.860  -0.64
3 C 0.775 -2.576 -1.891  -0.07
4 C 0.305 -3.217 -0.550  -0.06
5 O 0.091 -2.143 0.376  -0.60
6 C -0.149 -2.490 1.713  -0.24
7 N -0.337 -1.760 -2.283  -0.86
8 H 2.611 -2.129 -0.992  0.23
9 H 1.843 -0.740 -1.523  0.21
10 H 2.676 -1.791 -2.766  0.23
11 H 0.877 -3.422 -2.570  0.19
12 H 1.058 -3.903 -0.164  0.19
13 H -0.595 -3.782 -0.793  0.17
14 H 0.603 -3.059 2.259  0.19
15 H -1.044 -3.109 1.650  0.18
16 H -0.401 -1.569 2.239  0.19
17 H -1.074 -2.368 -2.610  0.37
18 H -0.083 -1.272 -3.130  0.37
19 C -3.600 1.789 2.545  -0.63
20 C -2.698 0.782 1.761  -0.08
21 C -3.448 0.148 0.578  -0.07
22 O -2.761 -0.946 0.012  -0.56
23 C -3.564 -1.662 -0.915  -0.25
24 N -1.607 1.643 1.315  -0.85
25 H -3.054 2.223 3.383  0.22
26 H -4.505 1.373 2.987  0.22
27 H -3.923 2.673 1.997  0.21
28 H -2.358 0.004 2.444  0.21
29 H -3.610 0.895 -0.199  0.17
30 H -4.451 -0.116 0.916  0.19
31 H -3.898 -1.012 -1.725  0.17
32 H -4.513 -1.996 -0.495  0.19
33 H -2.952 -2.421 -1.402  0.19
34 H -1.223 2.153 2.097  0.36
35 H -2.021 2.444 0.860  0.35
36 C 2.715 2.248 -0.140  -0.63
37 C 2.852 0.963 0.620  -0.07
38 C 3.739 1.066 1.903  -0.07
39 O 3.926 -0.176 2.520  -0.55
40 C 4.959 -0.068 3.565  -0.25
41 N 1.522 0.535 0.979  -0.87
42 H 3.665 2.471 -0.626  0.22
43 H 2.496 3.092 0.514  0.21
44 H 2.010 2.310 -0.969  0.23
45 H 3.327 0.166 0.049  0.20
46 H 3.253 1.763 2.585  0.15
47 H 4.613 1.634 1.587  0.17
48 H 5.234 -1.048 3.955  0.21
49 H 4.687 0.578 4.400  0.18
50 H 5.797 0.461 3.111  0.18
51 H 1.721 -0.205 1.638  0.37
52 H 1.103 1.255 1.548  0.36
53 C -1.966 1.727 -3.997  -0.64
54 C -0.664 1.775 -3.208  -0.06
55 O -0.946 1.702 -1.811  -0.76
56 H -2.723 2.462 -3.723  0.21
57 H -2.494 0.796 -3.788  0.21
58 H -1.747 1.704 -5.064  0.23
59 H -0.084 2.676 -3.406  0.18
60 H -0.100 0.879 -3.467  0.17
61 H -1.522 2.443 -1.611  0.48



Record 6
C3H5N2OP | ωB97M-V with the def2-TZVPD basis set

Properties
HOMO-LUMO gap (alpha / beta): 7.878 / 7.876 eV
total charge: 0
energy relative to the best compared isomer or geometry (same formula, charge and spin): 188.4 kJ/mol
DFT total energy: -643.36818 Eh
SMILES: NP1N=CC=CO1
HOMO level (alpha / beta): -8.332 / -8.331 eV
E_LUMO (alpha / beta): -0.5 / -0.5 eV

Last column: natural (NBO) charge in e.
Cartesian coordinates (Å):
1 N 2.144 -0.058 0.734  -1.18
2 P 1.017 -1.259 0.279  1.38
3 N 0.539 -0.834 -1.199  -0.95
4 C -0.669 0.061 -1.514  0.16
5 C -1.405 0.588 -0.386  -0.48
6 C -1.256 0.115 0.908  0.32
7 O -0.397 -0.727 1.379  -0.66
8 H 2.151 0.845 0.310  0.38
9 H 3.127 -0.407 0.721  0.40
10 H -1.012 0.119 -2.530  0.21
11 H -2.336 1.210 -0.388  0.23
12 H -1.901 0.347 1.686  0.18